ORCA calculation (wB97M-V/def2-TZVPD) on a molecular structure, C22H17AsF6MnNO12PS3 at a distorted geometry.

Results
LUMO energy (alpha / beta) = 0.5167 / 2.4239 eV
energy relative to the best compared isomer or geometry (same formula, charge and spin) = 59.7 kJ/mol
Kohn-Sham gap (alpha / beta) = 0.266 / 0.343 Eh
HOMO energy (alpha / beta) = -6.713 / -6.900 eV
M = 858.396 g mol⁻¹

Structure (ORCA input):
```
! wB97M-V def2-TZVPD RIJCOSX def2/J DEFGRID3
* xyz -1 5
Mn 0.2488 -0.8151 0.8471
F 2.7164 -4.0217 3.3665
C 3.6316 -3.1300 3.0122
F 4.4641 -2.9376 4.0309
F 4.3205 -3.6077 1.9790
S 2.8579 -1.5316 2.5371
O 1.9890 -1.9168 1.4127
O 3.9855 -0.6957 2.2615
N 2.0873 -1.2414 3.8759
S 0.5465 -0.9883 4.0843
O 0.2849 0.0309 5.0378
O -0.2374 -0.9797 2.8387
C -0.0242 -2.5434 4.8798
F 0.7437 -2.8153 5.9331
F -1.2749 -2.3688 5.2909
F 0.0200 -3.5536 4.0316
O 3.7280 0.6765 -0.3521
As 2.1910 0.9595 -1.1097
O 2.4410 1.0114 -2.7186
O 1.0518 -0.2700 -0.7330
C 1.6017 2.7262 -0.5619
C 1.7446 3.6848 -1.5580
C 1.3926 5.0034 -1.3057
C 0.9065 5.3724 -0.0595
C 0.7506 4.4217 0.9375
C 1.1026 3.1051 0.6823
S 0.6452 1.8772 1.8701
O 1.6862 0.8269 1.7712
O 0.5256 2.5075 3.1490
O -0.5924 1.3276 1.2895
H 3.6837 0.4003 0.5782
H 2.1270 3.3631 -2.5185
H 1.4967 5.7444 -2.0893
H 0.6377 6.4037 0.1352
H 0.3617 4.6796 1.9144
O -3.1474 -3.3778 1.5784
C -2.4050 -2.5941 1.0188
O -1.1166 -2.6359 0.9381
C -3.0100 -1.3746 0.2800
P -1.5783 -0.7799 -0.6299
C -1.3272 -1.9469 -1.9960
C -2.2595 -1.9585 -3.0297
C -2.1114 -2.8342 -4.0947
C -1.0224 -3.6931 -4.1352
C -0.0876 -3.6802 -3.1087
C -0.2401 -2.8147 -2.0375
C -1.9160 0.7877 -1.4517
C -1.0746 1.1973 -2.4890
C -1.2115 2.4650 -3.0288
C -2.1837 3.3288 -2.5423
C -3.0295 2.9213 -1.5189
C -2.8900 1.6569 -0.9666
H -3.3491 -0.6464 1.0168
H -3.8370 -1.6567 -0.3687
H -3.1014 -1.2749 -3.0065
H -2.8435 -2.8436 -4.8933
H -0.9009 -4.3727 -4.9697
H 0.7655 -4.3466 -3.1421
H 0.4809 -2.8204 -1.2350
H -0.3048 0.5349 -2.8653
H -0.5431 2.7798 -3.8207
H -2.2791 4.3259 -2.9544
H -3.7895 3.5941 -1.1419
H -3.5287 1.3536 -0.1458
*
```


ORCA calculation (wB97M-V/def2-TZVPD) on a molecular structure, C4H14NO3 at a distorted geometry.

Results
LUMO energy = 3.8744 eV
energy relative to the best compared isomer or geometry (same formula, charge and spin) = 105.5 kJ/mol
Kohn-Sham gap = 0.297 Eh
HOMO energy = -4.199 eV
M = 124.160 g mol⁻¹

Structure (ORCA input):
```
! wB97M-V def2-TZVPD RIJCOSX def2/J DEFGRID3
* xyz -1 1
C -2.3969 0.0207 -1.1883
N -1.6250 -1.1496 -0.7825
C -0.1670 -0.8452 -0.7215
C 0.4579 -1.5214 0.4651
C 0.2987 -0.8672 1.8577
O 1.3860 -0.0066 2.1009
H -2.1458 0.2326 -2.2271
H -2.2123 0.8929 -0.5509
H -3.4249 -0.2770 -1.1756
H -1.8732 -1.4606 0.1432
H 0.0010 0.2340 -0.7216
H 0.2618 -1.2154 -1.6594
H 0.1568 -2.5842 0.4541
H 1.5368 -1.6369 0.4127
H -0.5789 -0.2241 1.9808
H 0.3900 -1.7063 2.5545
H 1.8277 2.7314 1.2426
H 1.3708 0.9938 1.4616
O 1.3401 2.0365 0.7943
H 1.0540 2.1836 -1.4037
H 2.4585 2.0319 -1.1322
O 1.8840 2.1372 -1.9047
*
```


ORCA calculation (wB97M-V/def2-TZVPD) on 2 unconnected molecules or ions with the total composition C3H10NS at a distorted geometry.

Results
LUMO energy = -4.7545 eV
energy relative to the best compared isomer or geometry (same formula, charge and spin) = 143.4 kJ/mol
Kohn-Sham gap = 0.315 Eh
HOMO energy = -13.339 eV
M = 92.187 g mol⁻¹

Structure (ORCA input):
```
! wB97M-V def2-TZVPD RIJCOSX def2/J DEFGRID3
* xyz 1 1
C 1.5991 -1.7126 0.1117
C 0.1463 1.6239 0.4737
C 1.3973 -0.4345 0.6479
N 0.5266 0.3086 0.0581
S -2.9726 0.1948 -0.3889
H 0.9810 -2.0675 -0.6833
H 2.7187 -1.7438 -0.1826
H 1.7235 -2.4974 0.9297
H 0.0491 1.6635 1.6474
H 0.9543 2.3756 0.3127
H -0.8226 1.9850 0.1188
H 1.9265 -0.1500 1.5919
H -4.2472 -0.1917 0.1084
H -0.1734 -0.0236 -0.5380
H -3.3456 0.1341 -1.7370
*
```


ORCA calculation (wB97M-V/def2-TZVPD) on C6H10OSi2 in the gas phase at a distorted geometry.

Results
LUMO energy = 0.2762 eV
energy relative to the best compared isomer or geometry (same formula, charge and spin) = 262.3 kJ/mol
Kohn-Sham gap = 0.372 Eh
HOMO energy = -9.859 eV
structure (SMILES) = C#C[Si@H](C)O[Si@@H](C)C#C
M = 154.317 g mol⁻¹

Structure (ORCA input):
```
! wB97M-V def2-TZVPD RIJCOSX def2/J DEFGRID3
* xyz 0 1
C -1.2529 -1.7471 1.8969
C -1.3060 -0.7302 1.2661
Si -1.3059 0.7444 0.1284
C -2.8220 0.6854 -0.9332
O -0.1606 0.8468 -0.9888
Si 1.9156 0.6003 -0.7913
C 2.1150 0.8923 1.0742
C 2.3256 -1.1807 -1.2458
C 2.2394 -2.3634 -1.4136
H -1.5477 -2.3978 2.6742
H -1.3634 1.9643 0.9426
H -2.6097 -0.2413 -1.6017
H -3.6830 0.4405 -0.3466
H -2.9905 1.4757 -1.6538
H 2.4069 1.5130 -1.7426
H 3.0586 0.7556 1.5774
H 1.8180 1.8744 1.3156
H 1.3453 0.2337 1.4618
H 1.8173 -3.3660 -1.6197
*
```


ORCA calculation (wB97M-V/def2-TZVPD) on a molecular structure, C10H34BNaO10 at a distorted geometry.

Results
LUMO energy = 0.1138 eV
energy relative to the best compared isomer or geometry (same formula, charge and spin) = 0.0 kJ/mol
Kohn-Sham gap = 0.345 Eh
HOMO energy = -9.269 eV
M = 348.174 g mol⁻¹

Structure (ORCA input):
```
! wB97M-V def2-TZVPD RIJCOSX def2/J DEFGRID3
* xyz 0 1
Na 21.8392 -12.4983 20.6420
B 20.9529 -10.0687 19.7139
H 22.1017 -9.7056 19.5671
H 20.1966 -9.1390 19.5836
H 20.7074 -10.8756 18.8385
H 20.8317 -10.6128 20.7745
C 17.7896 -12.6801 19.7594
C 17.1279 -13.5390 18.7193
O 17.4146 -14.9148 18.9172
O 19.1966 -12.6633 19.5363
H 17.6247 -13.0807 20.7682
H 17.3854 -11.6640 19.7881
H 17.4044 -13.1768 17.7250
H 16.0426 -13.3961 18.7879
H 18.0827 -15.1574 18.2656
H 19.4888 -11.7377 19.5866
C 25.0943 -12.6441 20.7492
C 25.9962 -12.7210 21.9296
O 25.5163 -11.8647 22.9561
O 23.9358 -13.4621 20.9664
H 25.6226 -12.9514 19.8449
H 24.7763 -11.6134 20.5705
H 26.9763 -12.3805 21.5657
H 26.0787 -13.7365 22.3230
H 26.2153 -11.7137 23.5969
H 23.6312 -13.9209 20.1739
C 21.9262 -15.5368 18.6304
C 20.6250 -15.9606 17.9865
O 19.7909 -14.8832 17.6551
O 21.6639 -14.8466 19.8502
H 22.4639 -14.8580 17.9671
H 22.5721 -16.3967 18.8390
H 20.0948 -16.6515 18.6747
H 20.8530 -16.6660 17.1796
H 19.8077 -14.2499 18.3957
H 21.1532 -15.4287 20.4269
C 20.6737 -15.7264 23.1139
C 21.3281 -14.3562 23.2138
O 20.4718 -13.3477 22.6720
O 21.5473 -16.6562 22.4932
H 19.7500 -15.6270 22.5271
H 20.3507 -16.0383 24.1159
H 22.2523 -14.3299 22.6334
H 21.6107 -14.1350 24.2461
H 19.6245 -13.4249 23.1197
H 21.1163 -17.5165 22.5037
C 24.7445 -12.3215 16.7738
C 24.3369 -11.2495 17.7269
O 23.2227 -11.6482 18.4920
O 25.4698 -13.3469 17.4431
H 25.2946 -11.9286 15.9136
H 23.8273 -12.7465 16.3416
H 24.0746 -10.3743 17.1160
H 25.1433 -10.9102 18.3874
H 22.6343 -10.8751 18.6049
H 26.0244 -13.7883 16.7956
*
```


ORCA calculation (wB97M-V/def2-TZVPD) on 10 unconnected molecules or ions with the total composition C20H40Cl20 at a distorted geometry.

Results
LUMO energy (alpha / beta) = -2.4400 / -9.9343 eV
energy relative to the best compared isomer or geometry (same formula, charge and spin) = 36.4 kJ/mol
Kohn-Sham gap (alpha / beta) = 0.369 / 0.094 Eh
HOMO energy (alpha / beta) = -12.479 / -12.479 eV
M = 989.600 g mol⁻¹

Structure (ORCA input):
```
! wB97M-V def2-TZVPD RIJCOSX def2/J DEFGRID3
* xyz 1 2
Cl 0.1260 7.4137 -10.9124
C -0.9418 8.3715 -11.9943
C -0.5512 9.9105 -11.9728
Cl 1.1100 10.1709 -12.5500
H -1.9493 8.1406 -11.6483
H -0.8193 7.9474 -12.9909
H -0.5641 10.3319 -10.9677
H -1.2248 10.4910 -12.6032
Cl 6.2802 13.9524 -5.5949
C 6.4260 13.5375 -7.3257
C 6.7592 12.0680 -7.3770
Cl 8.3447 11.6508 -6.5888
H 7.1085 14.3086 -7.6828
H 5.4521 13.6552 -7.8008
H 6.7886 11.7104 -8.4062
H 6.0076 11.3738 -7.0010
Cl 2.7059 14.3733 -8.4515
C 1.6806 14.5126 -9.8982
C 1.0508 13.1536 -10.5154
Cl 0.1737 13.6365 -12.0366
H 2.3643 14.9218 -10.6420
H 0.9671 15.2982 -9.6495
H 0.3050 12.7392 -9.8370
H 1.7877 12.3717 -10.6989
Cl 3.3886 12.0474 -6.0433
C 1.9438 12.8076 -5.3334
C 2.3802 13.5795 -4.0737
Cl 2.7558 12.4684 -2.7710
H 1.1784 12.0681 -5.0977
H 1.6341 13.5002 -6.1161
H 1.5222 14.1617 -3.7374
H 3.3062 14.1471 -4.1657
Cl 0.6383 8.0443 -5.7342
C 1.7831 8.7814 -6.8383
C 0.9075 9.6215 -7.8094
Cl 1.7795 10.4512 -9.0934
H 2.3393 7.9254 -7.2205
H 2.3953 9.5074 -6.3034
H 0.4100 10.4433 -7.2943
H 0.1546 8.9521 -8.2254
Cl 1.8429 20.8637 -9.1994
C 2.1695 20.5812 -10.9192
C 3.0744 19.3522 -11.1790
Cl 2.3476 17.8887 -10.5133
H 2.6120 21.4399 -11.4240
H 1.1915 20.4644 -11.3862
H 4.0641 19.4930 -10.7446
H 3.0950 19.1788 -12.2549
Cl -2.3820 11.7663 -9.5398
C -2.4271 13.5306 -9.9857
C -3.8709 13.9330 -10.0522
Cl -4.5719 14.0381 -8.4029
H -2.1108 13.6983 -11.0152
H -1.7979 14.1833 -9.3806
H -4.5727 13.3268 -10.6250
H -3.9108 14.9688 -10.3894
Cl -2.7511 13.5149 -16.0032
C -2.2860 14.8624 -14.9292
C -3.3830 15.3062 -13.9719
Cl -4.7192 16.2621 -14.7383
H -1.8908 15.6810 -15.5305
H -1.4312 14.4696 -14.3786
H -2.9237 16.0213 -13.2894
H -3.8366 14.4150 -13.5381
Cl 5.1979 13.8238 -11.5270
C 6.0264 15.4339 -11.7235
C 5.1234 16.2552 -12.6176
Cl 5.7800 17.8402 -12.8482
H 7.0183 15.2729 -12.1459
H 6.0922 15.8854 -10.7336
H 4.1550 16.4706 -12.1661
H 5.0745 15.7418 -13.5779
Cl 3.5662 17.2707 -3.8195
C 2.3591 17.6580 -5.0839
C 2.9599 17.5405 -6.4782
Cl 3.9531 18.9846 -6.7434
H 2.0635 18.6982 -4.9475
H 1.4775 17.0321 -4.9453
H 2.1018 17.5732 -7.1496
H 3.4576 16.6162 -6.7715
*
```